{
  "formula": "C4H5NO2",
  "method": "ωB97M-V/def2-TZVPD",
  "homo_ev": -7.808,
  "max_force_ev_per_a": 4.77,
  "spin_multiplicity": 1,
  "e_above_lowest_kcal_mol": 65.0,
  "gap_ev": 8.4,
  "charge": 0,
  "elements": ["O", "O", "N", "C", "C", "C", "C", "H", "H", "H", "H", "H"],
  "xyz": [[-1.97, 1.23, 0.19], [-1.80, -0.97, -1.35], [0.09, -0.30, -0.08], [1.11, -1.28, -0.36], [-1.06, -0.41, -0.62], [0.25, 0.92, 0.56], [-0.88, 1.68, 0.68], [1.90, -1.34, 0.37], [-0.94, 2.72, 1.13], [1.63, -1.14, -1.41], [0.52, -2.24, -0.28], [1.15, 1.13, 1.18]]
}